# 1
Below is a gas-phase ion, C9H8NOS2 (charge -1) at a distorted geometry, with properties calculated with the ωB97M-V functional and the def2-TZVPD basis.

Positions of all 21 atoms, in Å:
O 2.198 -2.599 -1.954
C 1.014 -2.590 -1.742
S 0.055 -4.089 -1.605
C -1.505 -3.038 -1.001
S -1.925 -3.053 0.683
N -1.053 -1.623 -1.327
C 0.191 -1.449 -1.512
C 0.775 -0.081 -1.408
C 1.709 -0.238 -0.208
C 1.247 -0.131 1.050
C -0.115 0.322 1.289
C -0.778 1.014 0.260
C -0.315 0.867 -0.982
H -2.307 -3.332 -1.718
H 1.429 0.170 -2.269
H 2.686 -0.646 -0.585
H 1.805 -0.330 1.955
H -0.578 -0.649 1.583
H -0.118 0.868 2.268
H -1.670 1.571 0.373
H -0.932 1.416 -1.714

Atoms 1-2, force components in eV/Å:
O 1.0 0.4 -0.5
C 0.4 -3.0 0.3

Computed properties:
- Charge: -1
- Molecular weight: 210.30 g mol⁻¹
- F_max: 4.79 eV Å⁻¹
- Orbital gap: 7.0 eV



# 2
Below is C9H8OS in the gas phase at a distorted geometry, with properties calculated with the ωB97M-V functional and the def2-TZVPD basis.

Positions of all 19 atoms, in Å:
C -2.328 0.931 0.692
C -2.426 -0.482 0.569
C -1.174 1.648 0.462
C -1.245 -1.180 0.213
C 0.025 0.967 -0.018
C -0.067 -0.465 -0.086
C 1.077 1.731 -0.360
C 1.031 -1.146 -0.821
C 2.409 -0.669 -0.703
O 1.679 2.740 -0.526
S 3.312 -0.555 0.759
H -3.344 1.318 0.878
H -3.448 -0.935 0.732
H -1.161 2.708 0.623
H -1.249 -2.271 0.009
H 0.925 -2.180 -0.549
H 0.625 -0.951 -1.858
H 3.160 -0.785 -1.529
H 2.200 -0.425 1.513

Atoms 1-2, force components in eV/Å:
C -1.0 -1.1 -0.3
C 0.3 0.0 0.0

Computed properties:
- Molecular weight: 164.23 g mol⁻¹
- F_max: 2.79 eV Å⁻¹
- Orbital gap (alpha / beta): 5.6 / 7.5 eV



# 3
Below is C9H8OS2 in the gas phase at a distorted geometry, with properties calculated with the ωB97M-V functional and the def2-TZVPD basis.

Positions of all 20 atoms, in Å:
C 1.763 -0.107 -1.836
C 2.255 0.299 -0.584
C 0.421 -0.353 -1.960
C 1.419 0.346 0.563
C -0.400 -0.367 -0.817
C 0.075 0.019 0.426
C -1.728 -0.784 -0.856
C -2.714 -1.452 -1.348
C -0.219 1.430 2.896
O -1.383 -0.921 2.502
S -2.612 1.156 0.794
S -1.102 0.364 1.887
H 2.283 -0.106 -2.773
H 3.275 0.734 -0.628
H 0.101 -0.797 -2.888
H 2.075 0.393 1.510
H -3.762 -1.197 -1.129
H -2.492 -2.306 -1.858
H -0.028 1.182 3.960
H -0.005 2.360 2.324

Atoms 1-2, force components in eV/Å:
C -0.7 1.1 0.8
C 0.0 0.5 -1.0

Computed properties:
- Molecular weight: 196.30 g mol⁻¹
- F_max: 3.05 eV Å⁻¹
- Orbital gap (alpha / beta): 5.5 / 5.5 eV



# 4
Below is 2 unconnected molecules or ions with the total composition C9H9BrFIOS at a distorted geometry, with properties calculated with the ωB97M-V functional and the def2-TZVPD basis.

Positions of all 23 atoms, in Å:
C 1.405 -2.301 0.604
C 0.531 -1.441 1.256
C 2.494 -1.770 -0.087
C 0.572 -0.081 1.113
C 1.626 0.391 0.329
C 2.594 -0.349 -0.210
C -1.923 1.851 -0.958
C -0.634 0.697 1.529
C -2.257 0.613 -0.287
O -1.796 0.189 0.938
F 1.563 1.655 0.025
S -0.359 -0.957 -2.027
Br 3.933 0.450 -1.245
I -4.243 -0.125 -0.599
H 1.270 -3.288 0.638
H -0.257 -1.886 1.853
H 3.222 -2.473 -0.649
H -0.876 2.074 -1.196
H -2.498 1.924 -1.839
H -2.160 2.566 -0.189
H -0.660 0.806 2.607
H -0.401 1.811 1.336
H -1.148 -0.356 -2.940

Atoms 1-2, force components in eV/Å:
C 1.7 4.0 -0.3
C -0.5 -1.0 0.4

Computed properties:
- Molecular weight: 391.04 g mol⁻¹
- F_max: 4.34 eV Å⁻¹
- Orbital gap (alpha / beta): 8.0 / 6.1 eV



# 5
Below is a molecular structure, C9H9BrINRhS6 at a distorted geometry, with properties calculated with the ωB97M-V functional and the def2-TZVPD basis.

Positions of all 28 atoms, in Å:
Rh 0.979 -0.044 1.032
S 1.146 -0.321 3.359
S 1.959 1.293 4.184
S 1.791 2.949 2.798
S 1.065 2.296 1.069
S 3.046 -0.846 0.181
C 3.449 0.112 -1.143
N 3.639 -0.399 -2.354
C 3.913 0.523 -3.435
C 4.390 1.828 -2.801
S 3.806 1.803 -1.064
H 3.396 -1.360 -2.562
H 3.000 0.673 -4.027
H 4.688 0.108 -4.082
H 3.979 2.706 -3.293
H 5.477 1.910 -2.776
Br -3.858 -0.285 -1.807
C -4.059 -0.784 0.007
C -5.324 -0.745 0.577
C -5.491 -1.071 1.912
C -4.397 -1.426 2.685
C -3.133 -1.487 2.121
C -2.973 -1.170 0.783
I -1.042 -1.328 -0.125
H -6.162 -0.448 -0.035
H -6.479 -1.044 2.346
H -4.522 -1.655 3.731
H -2.285 -1.784 2.720

Atoms 1-2, force components in eV/Å:
Rh 0.6 0.5 0.5
S -0.1 0.0 -0.2

Computed properties:
- Charge: +1
- Multiplicity: 5
- Molecular weight: 633.29 g mol⁻¹
- <S²>: 6.022
- F_max: 1.01 eV Å⁻¹
- Orbital gap (alpha / beta): 7.6 / 6.6 eV



# 6
Below is a molecular structure, C9H9BrLaN2S at a distorted geometry, with properties calculated with the ωB97M-V functional and the def2-TZVPD basis.

Positions of all 23 atoms, in Å:
C 2.243 -1.340 0.881
C 2.727 -0.071 -0.038
C 1.583 0.281 -1.166
C 0.040 0.195 -0.574
C -0.618 1.626 -0.052
C -2.177 1.605 0.507
Br -3.082 3.311 1.115
C -3.084 0.240 0.574
N -4.528 0.177 1.038
S -4.877 -1.548 0.806
N -3.395 -2.306 0.171
C -2.405 -1.163 0.064
C -0.863 -1.176 -0.496
H 3.200 -1.775 1.411
H 1.668 -2.182 0.274
H 1.474 -0.910 1.672
H 2.891 0.927 0.591
H 3.706 -0.394 -0.596
H 1.710 -0.349 -2.156
H 1.736 1.415 -1.491
H 0.007 2.621 -0.081
H -0.382 -2.182 -0.861
La 2.423 2.997 -1.594

Atoms 1-2, force components in eV/Å:
C -0.5 0.4 0.9
C 0.0 0.0 -1.1

Computed properties:
- Charge: +3
- Molecular weight: 396.06 g mol⁻¹
- F_max: 7.07 eV Å⁻¹
- Orbital gap: 3.2 eV



# 7
Below is a molecular structure, C9H9BrN2 at a distorted geometry, with properties calculated with the ωB97M-V functional and the def2-TZVPD basis.

Positions of all 21 atoms, in Å:
C 0.928 -2.047 1.518
C 0.249 -1.588 0.420
C 1.095 -1.303 2.654
C 0.291 0.566 1.365
C 0.035 -0.227 0.225
C 0.796 0.060 2.511
C -0.978 -0.509 -2.199
C 0.099 0.521 -2.345
C -0.556 0.341 -1.005
N -1.384 2.661 -1.486
N -1.506 1.997 -0.485
Br 1.316 1.289 3.897
H 1.156 -3.029 1.635
H 0.076 -2.386 -0.243
H 1.491 -1.641 3.516
H 0.113 1.700 1.419
H -1.840 -0.311 -2.633
H -0.824 -1.533 -2.339
H 1.243 0.245 -2.360
H -0.013 1.608 -2.689
H -1.787 3.584 -1.374

Atoms 1-2, force components in eV/Å:
C -1.1 1.5 1.6
C 1.0 0.5 -0.4

Computed properties:
- Molecular weight: 225.09 g mol⁻¹
- F_max: 4.79 eV Å⁻¹
- Orbital gap: 9.3 eV



# 8
Below is C9H9BrN4S in the gas phase at a distorted geometry, with properties calculated with the ωB97M-V functional and the def2-TZVPD basis.

Positions of all 24 atoms, in Å:
Br 3.101 -3.779 2.648
C 2.134 -2.051 2.567
N 2.016 -1.232 3.572
C 1.259 -0.127 3.533
N 0.416 0.120 2.497
C 0.660 -0.625 1.420
C 1.535 -1.682 1.399
N 1.528 -2.468 0.179
C 0.616 -1.830 -0.447
N 0.070 -0.691 0.140
C -0.825 0.342 -0.419
C -0.175 1.318 -1.348
C -1.181 2.040 -2.052
C -2.285 1.040 -2.331
S -1.935 -0.577 -1.512
H 1.380 0.754 4.108
H 0.268 -2.133 -1.374
H -1.348 1.055 0.338
H 0.320 0.813 -2.189
H 0.510 1.982 -0.790
H -1.579 2.907 -1.497
H -0.786 2.477 -3.029
H -2.395 0.877 -3.395
H -3.305 1.471 -2.017

Atoms 1-2, force components in eV/Å:
Br -0.7 1.5 0.2
C 0.1 -0.1 0.5

Computed properties:
- Molecular weight: 285.17 g mol⁻¹
- F_max: 3.89 eV Å⁻¹
- Orbital gap: 9.6 eV



# 9
Below is C9H9BrO in the gas phase at a distorted geometry, with properties calculated with the ωB97M-V functional and the def2-TZVPD basis.

Positions of all 20 atoms, in Å:
C 2.455 -0.152 0.296
C 1.967 1.187 -0.022
C 1.627 -1.194 0.323
C 0.683 1.385 -0.468
C 0.199 -0.978 0.011
C -0.231 0.299 -0.385
C -0.618 -2.060 0.181
C -1.591 0.623 -0.775
C -2.481 0.376 0.398
O -2.219 1.315 1.375
Br -4.406 0.328 -0.159
H 3.407 -0.401 0.634
H 2.677 2.088 0.019
H 2.111 -2.080 0.641
H 0.417 2.323 -0.805
H -1.640 -1.932 0.320
H -0.190 -3.013 0.172
H -1.506 1.607 -1.157
H -2.082 -0.064 -1.491
H -2.614 1.187 2.276

Atoms 1-2, force components in eV/Å:
C -1.3 2.7 -0.2
C 2.4 0.3 -0.1

Computed properties:
- Molecular weight: 213.07 g mol⁻¹
- F_max: 3.71 eV Å⁻¹
- Orbital gap (alpha / beta): 6.8 / 7.9 eV



# 10
Below is 2 unconnected molecules or ions with the total composition C9H9Cl2N3O at a distorted geometry, with properties calculated with the ωB97M-V functional and the def2-TZVPD basis.

Positions of all 24 atoms, in Å:
C -2.199 -1.660 0.867
C -2.808 -0.438 0.612
C -1.123 -2.152 0.156
C -1.210 -0.146 -1.235
C -2.266 0.335 -0.448
C -0.643 -1.320 -0.846
C 2.169 0.811 -0.389
C 1.560 0.056 0.810
C 0.449 1.962 0.285
N 0.453 0.957 1.145
N 1.391 1.862 -0.716
N 3.443 0.721 -0.862
O -0.288 0.781 2.112
Cl -3.034 1.813 -0.812
Cl 0.762 -1.727 -1.891
H -2.566 -2.161 1.727
H -3.656 -0.187 1.143
H -0.599 -3.076 0.253
H 1.172 -0.905 0.667
H 2.377 0.077 1.577
H -0.061 2.814 0.431
H -0.746 0.257 -2.081
H 3.946 -0.071 -0.913
H 3.478 1.396 -1.592

Atoms 1-2, force components in eV/Å:
C -0.1 0.2 0.4
C 2.9 -0.5 -2.5

Computed properties:
- Multiplicity: 3
- Molecular weight: 246.10 g mol⁻¹
- <S²>: 2.014
- F_max: 6.38 eV Å⁻¹
- Orbital gap (alpha / beta): 6.2 / 8.3 eV